[1]
This record from the OMol25 dataset describes a structure of composition C39H31N7O4PSZr at a distorted geometry. The level of theory is ωB97M-V/def2-TZVPD.

Output
* largest force on an atom: 1.96 eV/A
* LUMO level: -3.52 eV
* energy above the lowest of the compared OMol25 structures with the same formula, charge and spin: 0.0 kJ/mol
* net charge: +1
* energy: -2975.682461 Eh

XYZ file:
```
84
Properties=species:S:1:pos:R:3:mulliken_charge:R:1
Zr -0.06856 -0.28843 0.10319 0.17
N -4.11418 -1.17963 -2.06645 -0.33
C -2.87940 -1.07467 -1.54447 0.68
S -2.69284 -0.09556 -0.11296 -0.55
N -1.95731 -1.72892 -2.21107 -2.15
N -0.70902 -1.62402 -1.65958 1.77
C 0.16152 -2.40195 -2.16511 -1.44
C 1.49213 -2.48524 -1.56304 1.18
C 2.45720 -3.33125 -2.05856 -0.90
C 3.66595 -3.42608 -1.39036 -0.76
C 3.86977 -2.67264 -0.24695 -0.99
C 2.86313 -1.82662 0.17485 -0.78
N 1.69569 -1.73553 -0.46988 1.90
H -4.89739 -0.78638 -1.58116 0.22
H -4.26668 -1.80873 -2.83577 0.26
H -0.10901 -3.05091 -2.98639 0.47
H 2.25570 -3.91007 -2.95135 0.59
H 4.44357 -4.08327 -1.75952 0.50
H 4.79305 -2.73224 0.31279 0.53
H 2.98474 -1.19836 1.04289 0.50
O 1.30667 -3.13686 4.63055 -0.67
C 1.07788 -4.03272 3.65763 0.47
C 1.40256 -5.36159 3.93124 -0.67
C 1.22737 -6.33223 2.96867 -0.32
C 0.71432 -6.01592 1.70530 -0.98
C 0.36810 -4.71230 1.43867 -0.43
C 0.53980 -3.70301 2.39915 0.18
C 0.14799 -2.34342 2.04529 1.15
O -0.50225 -2.13054 0.93566 -0.51
N 0.45269 -1.34754 2.85855 -1.44
N -0.00124 -0.15491 2.30624 0.43
C -0.20073 0.87571 3.01151 -0.28
C -0.79939 2.03388 2.33389 0.52
C -1.27611 3.10716 3.04570 -0.92
C -1.90709 4.13504 2.35465 -0.60
C -2.04001 4.03133 0.98470 -0.98
C -1.53372 2.91002 0.34842 -0.47
N -0.90949 1.93445 0.99796 0.54
H 1.06184 -2.25057 4.29609 0.57
H 1.79856 -5.59883 4.91232 0.45
H 1.49067 -7.35855 3.20008 0.39
H 0.58281 -6.78674 0.95525 0.44
H -0.05668 -4.43712 0.48249 0.48
H 0.00690 0.88996 4.07481 0.51
H -1.16098 3.13331 4.12235 0.51
H -2.29870 4.99321 2.88485 0.44
H -2.53406 4.79862 0.40360 0.54
H -1.64723 2.78621 -0.71714 0.52
O 1.96496 2.45702 1.50158 -0.67
C 1.82438 2.09796 0.36491 -0.12
O 1.59863 0.82079 -0.00595 0.27
C 1.91971 3.02476 -0.80165 -0.05
C 2.73831 4.14001 -0.66120 -0.47
C 2.97819 4.96470 -1.74487 -0.71
C 2.40310 4.67047 -2.97587 -0.86
C 1.56395 3.57555 -3.11182 -0.25
C 1.28920 2.74714 -2.02532 0.31
P 0.17549 1.29107 -2.28070 2.17
C -1.22542 1.95121 -3.25712 0.94
C -2.14637 1.07264 -3.83830 -0.64
C -3.29553 1.55237 -4.45305 -1.16
C -3.56452 2.91408 -4.47584 -0.75
C -2.67871 3.79498 -3.87248 -0.86
C -1.52404 3.31828 -3.26255 -0.84
C 1.27174 0.37407 -3.45920 0.46
C 2.58868 0.13196 -3.05733 -0.34
C 3.47229 -0.53854 -3.89006 -0.71
C 3.05694 -0.98168 -5.14087 -0.73
C 1.75236 -0.74707 -5.54903 -0.73
C 0.86458 -0.07363 -4.71434 -0.32
H 3.19585 4.32918 0.30287 0.52
H 3.62703 5.82525 -1.63900 0.43
H 2.61122 5.29674 -3.83667 0.45
H 1.12013 3.36044 -4.07637 0.59
H -1.98727 0.00395 -3.79278 0.59
H -3.99034 0.85426 -4.90611 0.44
H -4.46496 3.28618 -4.95253 0.41
H -2.88208 4.86063 -3.87678 0.46
H -0.84916 4.02665 -2.79984 0.45
H 2.93265 0.47787 -2.08997 0.15
H 4.49206 -0.70718 -3.56234 0.54
H 3.75071 -1.49239 -5.79919 0.42
H 1.42013 -1.07586 -6.52743 0.47
H -0.13638 0.11051 -5.06757 0.41
```


[2]
This record from the OMol25 dataset describes a cluster of 16 separate species, C75H177N5O19 in total at a distorted geometry. The level of theory is ωB97M-V/def2-TZVPD.

Output
* largest force on an atom: 3.47 eV/A
* LUMO level: 0.15 eV
* energy above the lowest of the compared OMol25 structures with the same formula, charge and spin: 130.8 kJ/mol
* energy: -4666.695760 Eh

XYZ file:
```
276
Properties=species:S:1:pos:R:3:mulliken_charge:R:1
C 5.75478 4.15461 4.85040 -1.58
C 4.94770 3.18030 5.83518 1.94
C 3.53124 2.89482 5.36432 -1.42
C 3.44661 1.81863 4.24877 0.68
C 4.10889 0.46842 4.65195 0.15
C 5.55917 0.70983 5.10943 2.08
N 5.62545 1.86149 6.11803 0.15
O 6.86632 2.01009 6.84740 -0.48
C 6.06409 -0.65062 5.73132 -1.85
C 6.51530 0.94980 3.93112 -2.13
C 4.79253 3.95466 7.18861 -1.95
H 6.58250 3.69212 4.31273 0.35
H 6.26851 4.92942 5.41949 0.46
H 5.13858 4.62113 4.08179 0.27
H 2.85268 2.54619 6.14286 -0.16
H 3.17322 3.82270 4.91828 0.51
H 3.83376 2.09071 3.26684 0.48
H 2.38100 1.77844 4.02306 -1.05
H 3.99757 -0.21994 3.81417 -0.53
H 3.55624 0.06262 5.49930 0.05
H 5.73197 -0.67424 6.76922 0.50
H 5.52584 -1.50857 5.32844 0.15
H 7.14909 -0.75156 5.75755 0.38
H 6.46527 0.06750 3.29304 0.46
H 6.33598 1.77753 3.24498 0.34
H 7.53602 1.03517 4.30389 0.56
H 4.38129 4.93576 6.95107 0.43
H 5.72278 4.02959 7.75176 0.43
H 4.13423 3.38205 7.84195 0.41
H 7.43127 2.38846 6.16971 0.38
C 0.34506 1.05174 -6.69367 -2.07
C -0.99656 1.74402 -6.35211 2.25
C -0.62692 2.88903 -5.37507 -1.17
C -1.67553 4.01243 -5.31570 0.41
C -2.08453 4.50997 -6.73473 -1.42
C -2.42350 3.33204 -7.75108 1.60
N -1.45424 2.22919 -7.63538 0.49
O -1.63080 1.20991 -8.59867 -0.49
C -3.88227 2.92072 -7.43821 -1.44
C -2.37750 3.84410 -9.15173 -2.12
C -1.94392 0.83024 -5.65818 -0.93
H 1.20257 1.57381 -7.11817 0.41
H 0.29743 0.28161 -7.46356 0.47
H 0.80611 0.62355 -5.80361 0.17
H -0.39834 2.55164 -4.36413 -0.07
H 0.31236 3.31720 -5.72509 0.57
H -1.21042 4.79538 -4.71674 0.27
H -2.53637 3.59637 -4.79230 -0.36
H -1.31875 5.16390 -7.15193 0.43
H -2.92855 5.17977 -6.57018 0.39
H -4.03918 3.02255 -6.36438 0.08
H -4.57273 3.54419 -8.00623 0.44
H -4.05668 1.87255 -7.68115 0.26
H -1.34729 4.09276 -9.40656 0.47
H -2.78182 3.17652 -9.91263 0.36
H -3.02843 4.71615 -9.21436 0.48
H -1.55314 0.30729 -4.78531 -0.11
H -2.22544 0.02314 -6.33453 0.46
H -2.89920 1.30747 -5.43957 -0.02
H -0.86051 1.30384 -9.16386 0.36
C -0.10879 -7.42824 -7.40064 -1.85
C -1.03961 -6.47377 -6.58564 1.57
C -1.48362 -6.96068 -5.18019 -1.51
C -2.06767 -5.95930 -4.17917 -0.08
C -0.96060 -4.88593 -4.04951 -0.83
C -0.54771 -4.17869 -5.34164 2.59
N -0.27799 -5.18066 -6.41933 0.17
O 0.21285 -4.67767 -7.58255 -0.43
C -1.61593 -3.13328 -5.78444 -1.58
C 0.75212 -3.35721 -5.05395 -2.23
C -2.29331 -6.19664 -7.40902 -1.64
H 0.83973 -7.64621 -6.90984 0.40
H 0.08784 -7.09362 -8.41920 0.31
H -0.58888 -8.40459 -7.46656 0.44
H -2.30813 -7.66753 -5.27320 0.50
H -0.70778 -7.63431 -4.81633 0.29
H -2.20463 -6.45589 -3.21857 0.15
H -2.96535 -5.49842 -4.59132 0.25
H -0.14317 -5.19165 -3.39649 0.26
H -1.26420 -4.04762 -3.42248 -0.30
H -2.62933 -3.53387 -5.75894 0.34
H -1.56961 -2.26149 -5.13179 -0.12
H -1.41927 -2.66306 -6.74794 0.55
H 1.54175 -3.95569 -4.59964 0.47
H 1.06354 -2.80681 -5.94175 0.56
H 0.62497 -2.62181 -4.25951 0.14
H -2.01598 -5.82281 -8.39464 0.40
H -2.81314 -5.35854 -6.94485 0.39
H -3.01086 -7.00087 -7.57163 0.39
H -0.57812 -4.39465 -8.04716 0.37
C -2.59046 0.77646 -0.89431 -2.08
C -1.16743 0.13029 -0.71134 1.95
C -0.55754 -0.00733 -2.13583 -0.45
C 0.92409 -0.44716 -2.11811 0.91
C 1.75723 0.60466 -1.41719 -0.79
C 1.21037 0.99143 0.00780 2.17
N -0.26845 1.12457 -0.01339 0.09
O -0.77693 1.47655 1.24018 2.07
C 1.63241 -0.05676 1.07136 -0.24
C 1.81539 2.38266 0.37765 -0.64
C -1.35639 -1.24816 -0.00618 -0.11
H -2.47241 1.79626 -1.26063 0.09
H -3.07697 0.89273 0.07414 0.12
H -3.25513 0.23537 -1.56776 0.67
H -1.00877 -0.92605 -2.51059 0.37
H -0.76924 0.83411 -2.79557 -0.78
H 1.19049 -0.53277 -3.17158 -0.10
H 1.10191 -1.45991 -1.75644 -1.16
H 1.90103 1.50273 -2.01794 -0.29
H 2.75811 0.23328 -1.19715 0.55
H 1.14306 0.12530 2.02817 -0.07
H 1.40448 -1.07820 0.76673 -0.41
H 2.70843 0.05239 1.20690 0.20
H 2.90492 2.35345 0.36411 0.39
H 1.51930 3.13181 -0.35666 -0.08
H 1.52792 2.73825 1.36710 -0.98
H -2.18616 -1.75758 -0.49613 0.57
H -1.55820 -1.16974 1.06210 -0.21
H -0.42302 -1.81083 -0.02444 -0.93
H -0.98271 2.41019 1.15311 -0.71
C 0.10625 -1.12313 8.93185 -1.74
C -1.29742 -0.60707 8.55217 1.83
C -1.52479 0.78981 9.05024 -1.45
C -0.90133 1.93193 8.19419 -0.68
C -1.39235 1.79372 6.81176 -0.43
C -1.19205 0.36988 6.18257 1.74
N -1.58148 -0.69594 7.11517 0.39
O -1.42191 -1.95788 6.58770 -0.40
C -2.06805 0.34838 4.88094 -1.74
C 0.30451 0.32183 5.68140 0.25
C -2.23153 -1.56532 9.27726 -2.21
H 0.31757 -2.17413 8.73480 0.31
H 0.29890 -1.00737 9.99843 0.45
H 0.89173 -0.64790 8.34424 0.35
H -2.59011 0.83135 9.27708 0.42
H -1.06189 0.82241 10.03652 0.46
H 0.18821 1.91187 8.21862 0.14
H -1.27159 2.88040 8.58330 0.47
H -0.90845 2.49750 6.13453 -0.67
H -2.43895 2.09820 6.80664 0.62
H -3.11420 0.61237 5.03580 0.62
H -1.71781 1.11891 4.19413 -0.37
H -2.10251 -0.61731 4.37660 0.44
H 0.46328 -0.41795 4.89679 -0.05
H 0.77890 1.19524 5.23394 -0.74
H 0.94682 0.08070 6.52839 0.05
H -1.95052 -2.60087 9.08550 0.50
H -3.24533 -1.30085 8.97664 0.49
H -2.17274 -1.36962 10.34793 0.41
H -2.23401 -2.40879 6.83013 0.34
C -1.91710 5.53476 -0.61283 -1.67
C -0.46263 5.48271 -1.03508 2.19
C -0.05607 6.62297 -2.02462 -1.64
O 0.30207 5.78560 0.05097 -0.67
H -2.05803 6.15018 0.27571 0.28
H -2.23512 4.50207 -0.46966 0.09
H -2.66484 6.02117 -1.23924 0.53
H -0.16643 4.51180 -1.43220 -0.62
H -0.78034 6.73481 -2.83149 0.38
H 0.89101 6.39757 -2.51484 0.26
H 0.09247 7.58165 -1.52765 0.38
H 1.21979 5.73070 -0.22539 0.28
C 0.94295 -3.12401 3.52963 -0.93
C 2.33322 -2.78373 4.03896 2.62
C 2.52233 -3.06535 5.53293 -1.42
O 3.13658 -3.52718 3.24803 -0.48
H 0.14432 -3.02455 4.26475 0.11
H 0.87001 -4.11019 3.07112 0.59
H 0.62847 -2.50224 2.69141 -0.08
H 2.45905 -1.72528 3.81103 -1.51
H 3.59045 -2.98164 5.73348 0.37
H 2.21100 -4.08714 5.74999 0.51
H 2.00970 -2.32082 6.14203 -0.04
H 2.91350 -4.44310 3.42951 0.41
C -7.01909 -3.25338 1.44218 -1.28
C -5.96295 -2.40206 2.22292 0.11
C -4.81040 -1.83375 1.38815 -0.35
O -6.65012 -1.34455 2.85044 -0.54
H -7.70934 -3.69525 2.16079 0.39
H -6.64201 -4.21497 1.09398 0.25
H -7.47669 -2.74991 0.59058 0.35
H -5.42637 -3.06892 2.89781 0.33
H -4.38180 -0.95241 1.86527 0.06
H -5.10850 -1.55871 0.37642 0.35
H -3.98076 -2.53583 1.30526 -0.01
H -7.23011 -0.90661 2.22321 0.35
C -5.98342 3.03033 -3.95890 -1.17
C -6.49961 3.17196 -2.53287 0.43
C -5.41326 2.61199 -1.52818 -0.79
O -6.69730 4.58556 -2.30119 -0.60
H -5.94111 1.99739 -4.30436 0.39
H -5.02797 3.51657 -4.15583 0.14
H -6.80451 3.60085 -4.39299 0.32
H -7.45384 2.67777 -2.35036 0.30
H -5.77269 2.75744 -0.50948 0.26
H -4.44726 3.07423 -1.73140 0.08
H -5.19946 1.54994 -1.64831 0.28
H -6.51689 4.75407 -1.37348 0.33
C -3.87734 -6.93019 0.30215 -1.55
C -3.87459 -5.59396 -0.47861 0.78
C -2.57604 -4.74954 -0.60047 -0.99
O -4.39618 -5.83575 -1.77934 -0.52
H -3.25977 -7.60050 -0.29567 0.37
H -4.89022 -7.33120 0.33904 0.41
H -3.51574 -6.77485 1.31863 0.36
H -4.66037 -4.97520 -0.04525 -0.28
H -2.43868 -4.23761 0.35198 0.64
H -2.63580 -3.96511 -1.35493 0.08
H -1.73999 -5.44516 -0.67277 0.35
H -5.19717 -6.36293 -1.82522 0.31
C 3.66244 -1.09677 -4.48282 -0.26
C 5.03152 -1.16375 -3.74961 1.26
C 6.14390 -1.88841 -4.46291 -1.59
O 5.45245 0.14721 -3.31912 -0.64
H 3.67817 -1.28401 -5.55650 0.45
H 3.14556 -0.15425 -4.30228 -0.23
H 2.94227 -1.76600 -4.01211 -0.25
H 4.77547 -1.72265 -2.84951 -0.20
H 6.88618 -2.01980 -3.67560 0.37
H 6.59479 -1.26198 -5.23258 0.36
H 5.83250 -2.87959 -4.79260 0.40
H 5.95808 0.02996 -2.51154 0.29
C 0.27403 3.77620 3.92393 -0.67
C -0.89933 4.61991 3.46237 0.74
C -0.63480 6.11024 3.73617 -1.73
O -1.05164 4.36555 2.06131 0.29
H 0.04762 2.71859 3.78858 -0.71
H 0.44125 3.96933 4.98357 0.82
H 1.23574 4.00631 3.46539 0.56
H -1.73801 4.25276 4.05390 0.00
H -0.47137 6.44940 4.75909 0.44
H -1.48189 6.63946 3.29976 0.44
H 0.17523 6.53736 3.14497 0.29
H -0.57433 4.99376 1.51438 -0.38
C 1.30409 -4.15493 -0.18748 1.25
C 2.12343 -5.00353 -1.13823 0.94
C 3.62101 -5.25884 -0.70468 -1.05
O 1.51286 -6.21055 -1.17414 -0.57
H 1.47428 -4.33332 0.87427 -0.04
H 0.25270 -4.39212 -0.35000 -0.97
H 1.44003 -3.10541 -0.44850 -0.55
H 2.01702 -4.60598 -2.14755 -0.29
H 3.68846 -5.61155 0.32447 0.22
H 4.24027 -4.37158 -0.83655 0.08
H 4.03479 -6.01726 -1.36926 0.50
H 1.95756 -6.67606 -1.88628 0.43
C 6.47607 -1.41859 0.12820 -0.99
C 5.29750 -1.68432 1.14018 1.67
O 5.40963 -2.88753 1.88061 -0.71
O 6.45120 -0.15048 -0.44854 -0.42
H 6.41998 -2.19078 -0.63905 0.42
H 7.41890 -1.65356 0.62213 0.36
H 4.41791 -1.83233 0.51367 -0.27
H 5.20195 -0.82152 1.79939 -0.72
H 4.52638 -3.03437 2.22689 0.41
H 6.67735 0.43888 0.27473 0.26
C -4.07958 2.60899 2.63935 0.41
C -5.46046 2.06090 2.51503 -0.51
O -6.39565 3.13555 2.58182 -0.60
O -3.66690 3.23840 1.45473 -0.48
H -3.31693 1.83367 2.71240 -0.25
H -3.94374 3.21012 3.53840 0.40
H -5.60567 1.32163 3.30274 0.43
H -5.64947 1.63092 1.53142 0.13
H -7.24989 2.69981 2.62647 0.32
H -2.82211 3.68008 1.56806 0.02
C 2.82348 4.58037 -2.38814 -0.22
C 3.96570 3.51203 -2.50319 -0.21
O 3.82275 2.58835 -3.57988 -0.52
O 2.88294 5.20187 -1.12015 -0.50
H 1.86530 4.09186 -2.56522 -0.19
H 2.88472 5.30411 -3.20088 0.66
H 3.93241 2.89330 -1.60644 0.01
H 4.99135 3.87666 -2.55967 0.57
H 4.26772 1.75618 -3.40353 0.31
H 3.69997 5.70585 -1.11218 0.27
```


What is the energy above the lowest of the compared OMol25 structures with the same formula, charge and spin in the first record?
0.0 kJ/mol